No. 1
22
Properties=species:S:1:pos:R:3:lowdin_charge:R:1 method="wB97M-V/def2-TZVPD" charge=+2 de_lowest_kcal_mol=233.5 homo_ev=-18.966 multiplicity=1 gap_ev=7.341
O -2.832 1.076 -0.076 0.23
N -2.450 -0.049 -0.191 -0.10
N -0.084 0.597 -0.083 -0.08
N -0.904 -0.387 -0.208 0.24
N -0.292 1.891 -0.011 0.28
C 2.268 1.302 -0.083 0.01
C 1.256 0.160 -0.067 -0.33
C 1.478 -1.332 -0.592 0.02
C 1.647 -1.024 0.842 -0.01
C -3.243 -1.249 -0.006 0.07
H 3.147 0.941 -0.748 0.15
H -4.330 -1.071 0.138 0.14
H 2.413 -1.430 -1.168 0.15
H -2.608 -1.973 0.649 0.17
H 2.677 -1.097 1.368 0.19
H 0.364 2.550 0.344 0.14
H -3.402 -1.794 -1.034 0.18
H 1.926 2.366 -0.479 0.13
H -1.245 2.155 0.207 0.14
H 0.631 -1.728 -1.053 0.09
H 2.634 1.630 0.878 0.10
H 0.948 -1.531 1.376 0.08

=====

No. 2
87
Properties=species:S:1:pos:R:3:lowdin_charge:R:1 method="wB97M-V/def2-TZVPD" charge=+1 homo_ev="-9.236 / -9.247" multiplicity=1 gap_ev="3.905 / 3.869"
Bi -0.107 -0.411 -1.521 1.61
P 1.318 -3.063 -0.063 0.73
P 2.252 2.421 0.580 0.77
C -2.990 1.950 0.015 -0.13
C 0.902 0.979 4.547 -0.07
C 0.492 -0.186 2.364 -0.24
C 1.531 -1.363 -4.184 -0.18
C 0.588 -0.344 3.838 -0.63
C -2.876 1.233 1.240 -0.10
C 3.845 1.781 1.207 -0.29
C 2.390 -0.223 -3.605 -0.19
C -2.670 3.376 -0.186 0.00
C 0.152 -4.366 -0.577 -0.30
C -3.500 -0.259 -0.392 -0.17
C 2.782 -3.565 -1.041 -0.29
C -3.863 -1.501 -1.106 -0.01
C -2.413 1.772 2.535 0.01
C -3.405 1.033 -0.986 -0.17
C 0.274 -1.687 -3.388 -0.34
C 1.402 3.179 2.016 -0.29
C -3.640 1.341 -2.415 -0.01
C 1.686 -1.324 4.267 -0.06
C -0.910 -0.895 -3.644 -0.36
C -2.952 -1.236 1.937 0.00
C 0.061 1.446 -4.169 -0.20
C 2.721 3.845 -0.469 -0.31
C 0.385 -0.125 1.126 -0.26
C 1.754 0.536 -2.464 -0.33
C -0.719 -0.907 4.408 -0.06
C -3.161 -0.131 0.985 -0.12
C 1.790 -3.557 1.644 -0.29
C 0.634 1.417 -2.768 -0.32
C -0.849 0.266 -4.599 -0.22
H 3.353 -0.644 -3.286 0.12
H -0.496 -4.638 0.260 0.04
H -1.753 3.660 0.361 0.09
H 0.608 2.396 -2.277 0.09
H 4.431 1.437 0.343 0.04
H 2.432 0.806 -1.634 0.06
H -1.870 -1.439 -3.634 0.09
H 4.390 2.550 1.765 0.04
H 2.123 3.573 2.751 0.05
H 3.669 -3.050 -0.658 0.04
H 0.124 1.730 4.383 0.07
H 2.955 3.454 -1.473 0.02
H -0.550 2.357 -4.282 0.11
H 3.640 0.907 1.845 0.03
H -3.914 0.430 -2.966 0.09
H -0.920 -1.895 3.984 0.08
H -0.622 -1.010 5.496 0.09
H -2.746 1.775 -2.892 0.08
H 0.716 3.965 1.665 0.03
H 3.593 4.360 -0.055 0.04
H -4.954 -1.572 -1.242 0.12
H 2.629 -3.288 -2.090 0.02
H 0.145 -2.737 -3.114 0.08
H 0.802 2.375 2.474 -0.03
H -1.350 1.524 2.685 0.07
H -3.483 4.030 0.175 0.11
H 1.867 4.528 -0.556 0.03
H 2.594 0.487 -4.422 0.12
H 0.956 0.781 5.626 0.09
H 1.710 -1.332 5.361 0.09
H -3.451 -2.151 1.613 0.09
H -2.530 2.859 2.590 0.10
H -0.504 -0.080 -5.587 0.11
H -3.327 -0.958 2.930 0.10
H 1.465 -2.335 3.922 0.05
H -0.467 -3.986 -1.394 0.01
H 0.911 -3.412 2.292 0.02
H 2.665 -1.017 3.893 0.09
H -1.564 -0.245 4.198 0.05
H -3.541 -2.385 -0.545 0.09
H 1.871 1.371 4.226 0.08
H 2.141 -2.280 -4.252 0.11
H -3.409 -1.542 -2.106 0.06
H 0.723 -5.233 -0.921 0.04
H 1.253 -1.105 -5.217 0.11
H 0.878 1.513 -4.907 0.11
H -1.880 0.633 -4.764 0.10
H 2.123 -4.606 1.659 0.05
H -2.513 3.593 -1.252 0.09
H -1.876 -1.436 2.031 0.08
H -4.464 2.065 -2.532 0.11
H -2.974 1.318 3.368 0.10
H 2.889 -4.652 -0.947 0.04
H 2.594 -2.881 1.978 0.04

=====

No. 3
72
Properties=species:S:1:pos:R:3:lowdin_charge:R:1 method="wB97M-V/def2-TZVPD" charge=0 de_lowest_kcal_mol=190.7 homo_ev=-10.057 multiplicity=1 gap_ev=10.057 smiles=CO.CO.CO.CO.CO.CO.CO.CO.CO.CO.CO.CO
O -1.098 1.441 7.668 -0.11
O 1.176 5.157 5.535 -0.15
O 1.167 -3.439 -7.790 -0.11
O -4.050 3.916 -1.667 -0.09
O 5.067 2.916 5.595 -0.11
O 2.662 7.802 -2.510 -0.11
O -3.663 -0.771 -5.797 -0.12
O 4.299 1.662 -1.473 -0.14
O 3.866 -4.348 4.160 -0.13
O 0.043 0.222 0.327 -0.12
O -7.454 -3.423 1.321 -0.12
O -2.541 -7.340 -0.979 -0.11
C 0.739 5.321 4.150 -0.13
C -0.381 -0.854 -0.488 -0.17
C -6.361 -3.423 0.453 -0.19
C 3.124 -3.773 3.071 -0.16
C 1.537 -3.970 -6.532 -0.18
C 3.522 6.959 -1.834 -0.20
C -3.962 -2.157 -5.960 -0.16
C -1.425 0.482 6.749 -0.21
C 4.186 1.517 -2.903 -0.15
C 4.857 2.115 4.443 -0.18
C -4.349 3.905 -0.366 -0.24
C -1.815 -7.009 -2.074 -0.21
H -3.335 3.306 -1.861 0.09
H 5.238 1.811 -1.342 0.07
H -0.346 5.297 4.050 0.08
H 3.171 1.571 -3.295 0.08
H -6.562 -4.195 -0.291 0.07
H 0.887 0.601 0.068 0.07
H 2.609 -4.165 -6.494 0.07
H -5.362 4.267 -0.190 0.08
H 1.235 6.223 3.790 0.07
H 0.765 4.366 5.891 0.06
H -2.527 -6.632 -2.807 0.08
H 3.089 8.653 -2.636 0.08
H 4.324 3.520 5.657 0.07
H 5.411 1.183 4.334 0.07
H 3.831 1.748 4.421 0.07
H -6.255 -2.475 -0.074 0.08
H -1.002 -0.477 -1.301 0.06
H -3.008 -2.651 -6.150 0.07
H -3.713 4.438 0.340 0.08
H -0.754 0.628 5.902 0.08
H -1.475 -7.945 -2.518 0.08
H 4.573 0.517 -3.099 0.07
H 3.010 6.204 -1.239 0.08
H 0.423 -1.368 -1.015 0.08
H -0.962 -6.384 -1.809 0.08
H -1.074 -1.482 0.073 0.08
H 1.369 -2.501 -7.765 0.07
H -1.447 1.289 8.549 0.08
H -7.345 -4.301 1.693 0.07
H 4.823 2.230 -3.425 0.07
H -4.659 -2.413 -6.757 0.08
H 5.053 2.684 3.534 0.07
H 4.329 -3.609 4.561 0.06
H 2.755 -2.783 3.340 0.07
H -4.333 2.840 -0.134 0.08
H 1.288 4.568 3.584 0.07
H -5.497 -3.705 1.054 0.08
H -4.301 -2.580 -5.014 0.08
H 4.128 7.579 -1.173 0.08
H 1.032 -4.930 -6.427 0.08
H -1.279 -0.502 7.196 0.08
H -3.483 -0.460 -6.688 0.07
H 2.210 -4.365 3.028 0.07
H -2.711 -8.283 -0.924 0.08
H 1.284 -3.452 -5.607 0.07
H -2.413 0.504 6.288 0.07
H 3.651 -3.767 2.117 0.07
H 4.209 6.486 -2.536 0.07

=====

No. 4
15
Properties=species:S:1:pos:R:3:lowdin_charge:R:1 method="wB97M-V/def2-TZVPD" charge=0 de_lowest_kcal_mol=37.7 homo_ev=-9.751 multiplicity=1 gap_ev=10.730 smiles="CC=O.NCO"
O 1.472 1.349 -1.446 -0.10
O -0.833 -0.759 1.297 0.04
N 1.406 1.362 0.907 0.03
C 2.049 0.804 -0.252 -0.35
C -2.541 -1.534 -0.192 -0.05
C -1.234 -0.915 0.178 -0.33
H -3.015 -0.902 -0.939 0.08
H 1.903 2.159 1.276 0.07
H 0.670 1.788 -1.132 0.07
H -2.324 -2.477 -0.687 0.08
H 3.108 1.036 -0.345 0.11
H 1.275 0.666 1.628 0.06
H 1.861 -0.263 -0.264 0.10
H -3.187 -1.732 0.657 0.08
H -0.611 -0.583 -0.686 0.11

=====

No. 5
10
Properties=species:S:1:pos:R:3:lowdin_charge:R:1 method="wB97M-V/def2-TZVPD" charge=0 de_lowest_kcal_mol=109.2 homo_ev=-9.420 multiplicity=1 gap_ev=10.070
O -0.499 1.242 -0.271 0.00
O -2.622 0.275 -0.858 0.15
N 0.041 1.234 1.240 0.21
N -0.690 -0.856 -0.040 0.18
N 1.688 -0.170 0.141 0.17
C -1.528 0.088 -0.439 -0.48
C 0.444 0.281 0.446 -0.58
H 2.466 0.468 0.256 0.11
H 1.729 -0.772 -0.665 0.10
H -1.028 -1.791 0.189 0.14